A structure of composition C3H10NS at a distorted geometry. Source: the OMol25 dataset; level of theory: ωB97M-V/def2-TZVPD.

Results
molar mass = 92.2 g mol⁻¹
HOMO = -13.95 eV
LUMO level = -0.2297 Eh
relative energy (zero: lowest compared OMol25 entry of this formula, charge and spin) = 118.0 kcal per mole
strongest force on any atom = 0.07855 hartree/bohr

```
! RIJCOSX wB97M-V def2-TZVPD def2/J DEFGRID3
* xyz 1 1
S -0.57 0.51 0.37
N 0.39 0.35 -2.48
C -0.18 -1.58 0.83
C 0.64 1.16 2.18
C -0.80 0.15 -1.68
H -1.78 0.73 -1.98
H 1.22 1.83 1.74
H -1.15 -0.87 -1.61
H -0.70 -2.28 0.09
H -0.33 -2.11 1.80
H 0.90 -1.36 0.53
H 1.23 0.33 2.58
H 1.14 0.55 -1.87
H -0.23 1.50 2.73
H 0.22 1.09 -3.22
*
```

Table of Löwdin atomic charges, one value per atom, all in e:
1 S 0.85
2 N 0.00
3 C -0.15
4 C 0.05
5 C -0.32
6 H 0.13
7 H -0.03
8 H 0.04
9 H 0.06
10 H 0.06
11 H 0.03
12 H 0.06
13 H 0.05
14 H 0.05
15 H 0.13